12
Properties=species:S:1:pos:R:3 method="wB97M-V/def2-TZVPD" max_force_ha_per_bohr=0.0856 homo_lumo_gap_ha=0.3924 homo_energy_ha=-0.3598 de_lowest_kcal_mol=79.8 charge=0
H 1.471 1.010 0.403
N 0.783 1.660 0.783
C -0.194 0.998 0.283
N -0.217 -0.203 -0.616
C -1.307 -1.027 -0.055
N 0.971 -0.863 -0.393
H -1.173 1.435 0.023
H -0.940 -1.506 0.932
H -2.245 -0.593 0.098
H -1.105 -1.722 -0.825
H 1.304 -1.449 -1.116
H 0.932 -1.161 0.695

---

13
Properties=species:S:1:pos:R:3 method="wB97M-V/def2-TZVPD" max_force_ha_per_bohr=0.0431 homo_lumo_gap_ha=0.3266 homo_energy_ha=-0.3237 de_lowest_kcal_mol=113.0 charge=0
C -0.079 0.902 -0.699
N 1.119 0.879 0.162
N 0.814 0.745 1.375
C -0.781 -0.424 -0.480
O 0.868 -1.321 -0.583
N -1.230 -0.572 0.764
H 1.254 -1.299 -1.469
H 1.641 0.708 1.972
H -0.274 0.005 1.460
H -1.579 -1.504 0.959
H 0.262 1.013 -1.724
H -0.721 1.741 -0.409
H -1.295 -0.871 -1.329